# 1
# C57H41BBrF7ILuN7O2Sb

A structure of composition C57H41BBrF7ILuN7O2Sb (ωB97M-V/def2-TZVPD, the Open Molecules 2025 dataset).

Last column: Löwdin charge in e.
Cartesian coordinates (Å):
Lu1 -1.1214 2.0620 2.1755  1.6992
I1 -6.5817 0.8447 5.8837  0.8853
Sb1 1.6631 -1.5391 -3.8802  1.5346
Br1 -7.0442 4.7457 2.0349  0.7458
F1 -1.5699 0.4622 -8.6881  0.0327
F2 -0.6277 -1.7685 1.3067  0.1165
F3 7.8801 -1.1564 -4.7189  0.0364
F4 0.5735 -7.6553 -2.7653  0.0180
F5 -0.2409 -0.9381 -0.8716  0.0812
F6 -1.2053 0.3781 0.8293  -0.0992
F7 -2.3626 -1.3136 -0.1516  0.2030
O1 -0.7517 5.9007 2.4792  0.0511
O2 -1.7606 3.9194 2.8999  -0.2615
N1 1.0984 1.2539 1.9593  0.0338
N2 -3.1101 2.5559 0.8695  -0.0305
N3 0.1629 2.3163 4.1827  0.0041
N4 -4.2017 5.0352 2.2049  0.0891
N5 2.6521 -9.5482 4.2842  0.1694
N6 2.8113 -4.7178 2.2279  0.0493
N7 -2.5976 0.9413 4.0509  -0.0137
C1 4.5081 -0.9518 -3.2266  -0.1520
C2 -4.8780 0.9924 -2.0091  -0.1036
C3 -0.5346 3.1947 -0.0106  -0.1850
C4 1.6590 -5.6494 -2.1824  -0.0223
C5 -1.2857 -1.2178 -7.0540  -0.0006
C6 6.5297 -1.3203 -4.5428  -0.2398
C7 -0.9414 2.5841 -1.1765  -0.2226
C8 2.0175 1.7099 5.5249  0.0147
C9 2.6627 -0.1335 0.7323  -0.0049
C10 -1.7374 5.1828 2.6459  -0.5564
C11 -4.7857 0.3764 4.9303  -0.6961
C12 -4.7971 -0.8732 4.3132  -0.1611
C13 -5.3927 5.6308 2.1930  -0.7288
C14 3.5078 -0.1960 1.8786  -0.0094
C15 1.1527 -4.5950 -4.7098  -0.1462
C16 0.2830 3.0557 6.4722  -0.0355
C17 0.9733 -5.9541 -4.5065  -0.0172
C18 -3.1366 5.8018 2.4689  -0.1647
C19 1.3150 3.2608 -1.9860  -0.0827
C20 1.5255 -6.6280 2.7714  -0.0069
C21 2.6428 -8.4414 3.9108  -0.1955
C22 1.7264 -5.4253 2.0936  -0.1516
C23 -3.8135 0.6152 -2.8031  -0.0828
C24 -0.4529 -1.8609 -6.1104  -0.1470
C25 5.9039 -0.8681 -3.3467  -0.0121
C26 -5.6349 7.0241 2.3552  -0.1171
C27 -2.2659 1.9753 -1.4363  -0.1342
C28 1.5653 -3.7654 -3.6818  -0.3569
C29 -0.3433 2.9680 5.2084  -0.1253
C30 0.5793 4.0005 0.1623  -0.1671
C31 3.8030 -6.3018 3.6552  0.0052
C32 -3.7365 -1.1358 3.4776  -0.0297
C33 1.9075 -4.3164 -2.4551  -0.1398
C34 -4.6343 1.7660 -0.8806  -0.0140
C35 2.5770 -7.0957 3.5332  -0.2213
C36 3.8435 -5.0769 3.0146  -0.1323
C37 -2.5377 1.1534 -2.5381  -0.0155
C38 -0.7422 -0.1792 -7.8027  -0.2481
C39 -2.6016 -0.3112 3.5014  -0.1183
C40 -3.6378 1.2484 4.8763  -0.1363
C41 -4.4756 7.7625 2.6312  -0.0566
C42 5.7886 -2.1589 -5.3903  -0.0348
C43 0.8158 -1.4110 -5.8832  -0.4328
C44 1.1516 -6.4767 -3.2053  -0.2294
C45 1.5375 0.6645 0.7883  -0.0731
C46 -3.2273 7.1867 2.6397  -0.0014
C47 1.9402 1.2827 3.0185  -0.2170
C48 3.7613 -1.6142 -4.2216  -0.4325
C49 0.6466 0.1094 -7.7763  -0.0009
C50 1.4339 1.7752 4.2444  -0.1848
C51 4.4162 -2.3035 -5.2568  -0.1176
C52 1.3930 -0.4803 -6.7532  -0.1363
C53 1.5580 4.0377 -0.8017  -0.0933
C54 -3.2802 2.1893 -0.4873  -0.2182
C55 0.0903 2.6058 -2.1387  -0.0604
C56 3.1926 0.6248 2.9658  0.0109
C57 1.5267 2.4860 6.5919  -0.0489
B1 -1.1136 -1.0089 0.2351  -1.2167
H1 2.0796 3.3292 -2.7377  0.0813
H2 6.5343 -0.5379 -2.5340  0.1077
H3 -0.1017 2.1035 -3.0761  0.0830
H4 0.6424 -6.5999 -5.3541  0.1266
H5 2.3749 -3.7085 -1.7038  0.0885
H6 0.5993 -7.2223 2.6591  0.1340
H7 -0.2006 3.6296 7.2743  0.1178
H8 -2.3085 7.7639 2.7866  0.1265
H9 3.8487 -3.0409 -5.9387  0.1373
H10 -1.6927 -0.6320 3.0337  0.0863
H11 1.1559 0.7849 -8.4547  0.1132
H12 -3.8661 2.0519 1.3811  0.1043
H13 -3.6151 2.2338 5.3251  0.1029
H14 2.4070 4.6775 -0.7033  0.0817
H15 -6.6397 7.4111 2.3450  0.0812
H16 2.4537 -0.2138 -6.6095  0.1003
H17 1.9108 -6.0922 -1.1947  0.1185
H18 -2.3313 -1.4736 -7.2129  0.1186
H19 -3.2749 3.5717 1.1833  0.0882
H20 4.0496 -0.5617 -2.3175  0.0669
H21 0.9866 -4.1360 -5.6950  0.0918
H22 -4.6297 8.7623 2.9787  0.1035
H23 4.6138 -6.5460 4.3545  0.1179
H24 -1.7401 0.8888 -3.2601  0.1105
H25 4.4460 -0.6961 1.8034  0.1001
H26 -5.8648 0.6184 -2.2555  0.0993
H27 2.9344 1.1099 5.6899  0.1162
H28 1.9769 2.5549 7.5695  0.1109
H29 2.9438 -0.7009 -0.1765  0.1096
H30 -5.5398 -1.6276 4.4489  0.0932
H31 0.6389 4.6757 1.0077  0.0685
H32 3.8008 0.6498 3.8620  0.1001
H33 0.9406 -4.9139 1.4914  0.1261
H34 -3.9465 -0.0224 -3.6391  0.0868
H35 -3.7092 -2.0955 2.9126  0.1384
H36 -1.2938 3.4924 5.0478  0.1049
H37 -0.7915 -2.6357 -5.4147  0.0983
H38 0.9740 0.7242 -0.1282  0.0981
H39 -5.4899 2.1499 -0.3660  0.0863
H40 6.3723 -2.5822 -6.2283  0.1242
H41 4.7363 -4.4370 3.0721  0.1111

Forces on the atoms, in the same order (eV/Å):
-0.1 1.3 -2.0
0.2 0.4 0.3
-0.4 -1.6 -0.2
-0.1 -1.2 -0.3
0.8 -0.3 0.6
0.0 0.0 -0.4
-1.3 -0.2 0.1
1.0 0.6 -1.1
-0.3 -0.1 1.0
-0.2 -0.5 -0.1
-0.9 -0.5 0.0
-1.0 -0.8 0.6
-0.1 0.8 0.6
1.5 -0.3 -1.0
-1.1 0.8 2.2
1.5 0.3 -0.4
-1.0 0.2 0.6
0.1 2.1 -0.9
1.5 1.5 -0.2
-0.6 -1.6 1.0
1.0 -0.5 -0.8
0.3 0.0 0.4
-2.3 -0.3 3.7
0.3 -1.2 -0.1
0.5 0.0 0.1
-1.2 -0.7 1.6
2.7 0.3 -0.9
1.4 0.2 -0.4
1.3 -0.2 1.0
0.2 0.3 -1.1
0.9 0.6 0.8
1.1 1.2 -0.5
0.1 1.9 -0.1
-1.2 1.8 -0.9
0.2 0.5 -0.4
-0.4 0.8 -1.1
-0.5 -1.7 0.1
0.4 1.0 0.0
-0.2 1.0 1.7
-0.5 -0.5 -0.3
-0.4 -3.3 2.0
-1.2 0.7 0.2
1.5 1.2 0.7
-1.3 0.2 0.3
0.6 -0.3 -1.2
2.3 -1.5 0.3
0.2 0.0 1.2
0.1 1.3 -0.1
-0.3 0.2 1.2
0.5 0.1 -0.8
-1.3 -0.1 0.6
1.5 -1.4 0.0
-0.1 -0.2 -0.2
2.0 0.5 -0.2
2.5 1.8 -1.0
-0.8 -1.1 -0.3
-0.5 -0.5 -1.0
0.7 -0.4 -0.7
-1.4 1.1 0.0
-1.2 -1.2 -2.1
-1.5 0.0 0.1
1.6 0.7 -1.1
1.6 0.5 0.4
-1.0 1.2 0.7
0.0 -0.1 1.1
0.5 -0.5 0.0
1.1 -2.6 -2.5
0.1 0.1 0.2
-0.6 -0.2 0.6
-2.6 1.3 3.6
-0.8 -0.7 -0.2
0.1 0.2 -0.2
-1.0 -1.0 -1.5
-3.0 -1.7 -2.2
0.0 -0.1 -1.1
-0.6 -0.5 -0.1
-0.9 -1.0 -0.1
0.8 0.3 -0.4
-0.1 -0.4 -0.5
0.0 0.4 0.0
0.2 0.0 -0.4
0.2 0.5 1.0
-0.1 0.2 0.4
0.7 0.4 0.0
0.4 -0.3 -0.4
-0.5 -0.3 0.1
0.9 1.5 1.1
0.3 -0.1 -0.5
-0.5 0.1 0.0
0.4 0.6 -0.5
-0.2 -0.1 0.0
0.6 0.2 -0.1
0.1 0.1 0.1
-0.6 0.0 -0.2
-0.4 0.4 -0.8
0.2 0.0 0.1
0.3 -1.7 -1.1
-0.1 0.0 -0.3
-0.1 -0.5 0.4
0.2 0.7 -0.3
-0.4 -0.4 -0.5
-0.4 0.3 0.7
0.4 -0.5 0.3
-0.1 0.3 0.2
-0.6 0.7 -0.2
0.6 -0.3 -0.1
-0.5 0.6 0.6
-0.7 0.1 0.0
0.2 -0.3 0.4
0.2 0.0 -0.3
0.5 -0.8 0.3
-0.1 -0.5 -0.6
0.2 0.9 0.5
0.3 -0.5 -0.1
-0.5 0.2 -0.5
-0.6 0.5 0.3
-0.2 0.0 0.9
-0.6 0.0 0.5
-0.6 -0.2 -0.1

Output
F_max, eV/A: 4.61
Spin multiplicity: 1
ΔE to the lowest compared entry with this formula, charge and spin, eV: 1.741
Lowest unoccupied orbital energy, eV: -1.254
HOMO level, eV: -6.37
Gap between HOMO and LUMO, eV: 5.119

# 2
# C3H2N2O2

An isolated molecule of C3H2N2O2 (ωB97M-V/def2-TZVPD, the Open Molecules 2025 dataset).

Last column: Löwdin charge in e.
Cartesian coordinates (Å):
O1 -3.0039 0.1762 -0.7784  0.1855
O2 -0.0930 -1.2722 0.1580  -0.0427
N1 0.3873 0.8154 -0.7352  0.1433
N2 1.0932 -0.7683 0.7438  0.0363
C1 -1.8643 0.0650 -0.5419  -0.0721
C2 -0.5725 -0.1831 -0.5477  -0.3462
C3 1.3178 0.4472 0.0441  -0.1687
H1 2.2278 0.9984 0.2210  0.1262
H2 0.7216 -0.4869 1.6651  0.1383

Forces on the atoms, in the same order (eV/Å):
0.7 -0.1 0.3
0.1 -0.4 -0.9
0.3 -0.2 0.0
-0.1 0.2 1.2
-1.9 0.3 -0.8
-0.3 0.0 0.1
0.2 0.2 -0.3
0.1 0.0 0.0
0.8 -0.1 0.2

Output
F_max, eV/A: 2.09
Spin multiplicity: 1
ΔE to the lowest compared entry with this formula, charge and spin, eV: 3.742
Lowest unoccupied orbital energy, eV: 0.296
HOMO level, eV: -8.29
Gap between HOMO and LUMO, eV: 8.585

# 3
# C4Cl2

An isolated molecule of C4Cl2 (ωB97M-V/def2-TZVPD, the Open Molecules 2025 dataset).

Last column: Löwdin charge in e.
Cartesian coordinates (Å):
Cl1 2.1669 0.7966 -0.0338  0.7473
Cl2 -2.1400 0.7853 -0.0168  0.8052
C1 -0.0313 -0.6970 1.1329  0.1676
C2 -0.7981 -0.1284 0.0038  -0.9638
C3 0.0122 -0.6035 -1.1263  0.1491
C4 0.7902 -0.1529 0.0403  -0.9055

Forces on the atoms, in the same order (eV/Å):
0.6 0.4 0.3
-1.8 1.4 0.1
0.2 1.0 -2.5
1.2 -2.2 -0.1
-0.1 0.5 2.7
-0.1 -1.2 -0.4

Output
F_max, eV/A: 2.73
Spin multiplicity: 1
ΔE to the lowest compared entry with this formula, charge and spin, eV: 2.359
Lowest unoccupied orbital energy, eV: -0.780
HOMO level, eV: -10.31
Gap between HOMO and LUMO, eV: 9.525

# 4
# C4H9NO2

An isolated molecule of C4H9NO2 (ωB97M-V/def2-TZVPD, the Open Molecules 2025 dataset).

Last column: Löwdin charge in e.
Cartesian coordinates (Å):
O1 2.6800 -1.3710 0.0336  0.0393
O2 -0.4539 1.5333 0.0211  -0.0615
N1 2.1958 0.7166 0.7987  0.1692
C1 -0.4950 0.2386 -0.5618  -0.4073
C2 -2.0523 -0.2092 -0.4624  -0.0525
C3 0.3573 -0.7683 0.1938  -0.0776
C4 1.8613 -0.5055 0.3026  -0.5334
H1 1.4950 1.4457 0.8250  0.0849
H2 -2.0768 -1.1306 -1.0233  0.0732
H3 -2.8186 0.4608 -0.9205  0.0956
H4 3.1772 0.9588 0.8217  0.1134
H5 -0.2538 0.2998 -1.6285  0.1455
H6 -2.4100 -0.4215 0.5674  0.0951
H7 0.2440 -1.7370 -0.2943  0.1252
H8 -1.4120 1.3244 0.1092  0.0558
H9 -0.0382 -0.8350 1.2178  0.1350

Forces on the atoms, in the same order (eV/Å):
-0.3 0.5 0.1
-1.4 -0.4 0.1
0.0 0.0 -0.2
-1.0 -1.3 -0.4
0.8 -0.6 -0.4
0.0 -0.2 -0.1
0.1 -0.2 -0.1
0.1 -0.1 0.0
-0.4 -0.5 -0.1
1.0 -0.1 0.1
-0.2 -0.1 0.0
0.2 -0.1 0.1
0.6 0.1 -0.4
0.1 -0.1 0.2
0.6 3.1 1.3
0.1 0.0 -0.2

Output
F_max, eV/A: 3.41
Spin multiplicity: 1
ΔE to the lowest compared entry with this formula, charge and spin, eV: 1.526
Lowest unoccupied orbital energy, eV: 0.795
HOMO level, eV: -9.67
Gap between HOMO and LUMO, eV: 10.465

# 5
# C7H12O2S

A cluster of 2 separate species, C7H12O2S in total (ωB97M-V/def2-TZVPD, the Open Molecules 2025 dataset).

Last column: Löwdin charge in e.
Cartesian coordinates (Å):
S1 1.7679 0.5607 0.2834  0.8987
O1 -4.8049 -1.1896 0.6271  -0.1378
O2 1.3514 0.1543 -1.0401  -0.5725
C1 -1.6170 -1.9752 -0.2115  0.0530
C2 -3.6654 -0.4623 0.1681  -0.1573
C3 3.9334 1.4016 -1.1105  -0.1250
C4 -4.0400 -2.4454 0.6417  -0.1080
C5 -2.8449 -1.7082 0.0901  -0.3003
C6 3.6648 2.5725 1.0285  -0.0083
C7 3.2085 1.6722 0.1702  -0.5302
H1 4.5899 3.2326 0.8797  0.1035
H2 1.0270 1.6220 0.5474  -0.0180
H3 4.6882 0.5853 -1.1627  0.1077
H4 -3.3549 0.1526 0.9237  0.0857
H5 -0.8893 -1.2577 -0.7169  0.0788
H6 3.1641 2.6625 1.9875  0.0524
H7 -4.6196 -3.1439 -0.1561  0.1692
H8 4.3676 2.1938 -1.6275  0.0595
H9 -1.2770 -3.0026 -0.1709  0.0639
H10 -3.8438 -2.8872 1.5470  0.0824
H11 -4.0089 0.0385 -0.8560  0.1670
H12 3.2030 1.2234 -1.8420  0.0357

Forces on the atoms, in the same order (eV/Å):
0.9 0.2 2.3
0.0 -1.2 1.1
-0.4 -0.8 -2.0
2.5 0.0 -1.6
-2.0 -0.5 -3.9
0.2 -1.3 -0.2
-2.0 0.2 -4.8
-1.2 0.6 0.1
0.3 0.4 0.8
2.0 0.3 -1.2
-1.5 -1.3 0.0
-0.8 0.8 0.6
-0.8 0.3 0.5
0.9 2.3 1.5
-1.1 -0.8 1.0
0.0 0.4 0.1
1.6 1.0 2.0
1.3 2.1 0.2
0.1 -0.1 0.1
-0.2 -1.1 2.4
1.3 -0.5 2.1
-1.2 -1.2 -1.1

Output
F_max, eV/A: 5.14
Spin multiplicity: 1
ΔE to the lowest compared entry with this formula, charge and spin, eV: 4.143
Lowest unoccupied orbital energy, eV: 0.621
HOMO level, eV: -9.22
Gap between HOMO and LUMO, eV: 9.838

# 6
# C29H30N8O3Se2Sn

A structure of composition C29H30N8O3Se2Sn (ωB97M-V/def2-TZVPD, the Open Molecules 2025 dataset).

Last column: Löwdin charge in e.
Cartesian coordinates (Å):
Sn1 -0.4682 0.0814 -0.2727  0.9412
Se1 -0.8758 -1.8395 -1.9624  0.7840
Se2 -1.2878 2.0512 -1.8050  0.7000
O1 1.4424 0.5716 -1.0601  -0.2503
O2 -1.1284 -1.3639 -4.9446  -0.0946
O3 -5.0064 -0.2958 -3.9636  -0.0470
N1 -0.8680 2.5986 1.7612  -0.0696
N2 2.1734 0.5131 -3.1724  0.1980
N3 -0.8401 -2.3443 1.6110  -0.0874
N4 -1.8423 -1.4383 1.4064  0.0169
N5 -1.6654 1.6548 1.2337  -0.0740
N6 4.4689 -2.0880 -3.5314  0.1359
N7 0.4511 0.2387 1.7468  -0.0247
N8 2.5615 -2.5064 0.4951  0.2006
C1 0.9201 -0.8311 2.4967  -0.2424
C2 -2.5613 0.0144 -3.6244  -0.5696
C3 2.2957 -4.1578 4.9358  -0.0501
C4 -2.7855 -2.1177 0.7547  -0.2101
C5 -2.7444 1.3568 -2.9327  -0.4941
C6 1.1899 3.8107 1.2502  0.0247
C7 2.7083 -1.9296 -0.4939  -0.2007
C8 -2.8857 1.9097 1.6685  -0.1292
C9 2.6070 1.4318 1.3057  -0.0256
C10 2.1494 -0.0454 -1.9430  -0.5162
C11 0.2916 -2.0790 2.4502  -0.1535
C12 -3.7402 -0.1651 -4.6038  -0.2060
C13 -1.1557 -3.5434 1.0780  -0.0821
C14 -1.2949 -0.0299 -4.4730  -0.2637
C15 1.8094 -2.9983 4.1035  -0.2777
C16 2.8758 -1.2157 -1.7064  -0.2064
C17 -2.4049 -3.4390 0.5171  -0.0904
C18 2.3706 -1.7317 4.2308  -0.0363
C19 1.9459 -0.6837 3.4415  -0.0179
C20 -1.5752 3.4466 2.5390  -0.0426
C21 2.5583 3.8377 1.0233  -0.2615
C22 3.2535 2.6283 1.0520  -0.0168
C23 -2.5994 -1.1375 -2.6018  -0.4674
C24 -2.8859 3.0344 2.5073  -0.0423
C25 3.2619 5.1425 0.7500  -0.0473
C26 0.7564 -3.1359 3.2235  0.0012
C27 1.2341 1.3977 1.5390  -0.2889
C28 0.5391 2.6109 1.4905  -0.1442
C29 3.7452 -1.7200 -2.7111  -0.2318
H1 -3.1771 -0.8552 -1.7237  0.0501
H2 2.3822 0.2963 3.5741  0.1103
H3 3.1536 -1.5618 4.9614  0.1153
H4 -2.9586 -4.1981 -0.0080  0.1057
H5 2.7407 0.1318 -3.9093  0.1033
H6 -3.7088 1.2805 1.3687  0.1135
H7 -2.8691 2.1451 -3.6770  0.0692
H8 -3.7214 3.4737 3.0239  0.0968
H9 -3.5326 -1.0256 -5.2452  0.1302
H10 -0.4479 0.2867 -3.8641  0.0530
H11 2.0961 -5.1081 4.4411  0.0754
H12 -5.0424 -1.1469 -3.5179  0.0791
H13 3.3670 -4.0788 5.1194  0.0763
H14 -0.2274 -1.4781 -5.2585  0.0961
H15 3.0577 5.4894 -0.2652  0.0838
H16 -1.3950 0.6613 -5.3199  0.1370
H17 -3.6436 1.3330 -2.3227  0.0660
H18 -0.4638 -4.3676 1.1052  0.1342
H19 -3.7111 -1.6256 0.4948  0.1108
H20 -3.0557 -2.0237 -3.0450  0.0721
H21 4.3197 2.6210 0.8567  0.1175
H22 0.2624 -4.0972 3.1481  0.1155
H23 2.9214 5.9179 1.4373  0.0791
H24 1.6737 1.3754 -3.3036  0.1040
H25 3.1497 0.4945 1.2928  0.1238
H26 -1.0950 4.2526 3.0676  0.1281
H27 1.7958 -4.1740 5.9079  0.0808
H28 0.6153 4.7304 1.2212  0.1270
H29 -3.8195 0.7259 -5.2280  0.1307
H30 4.3398 5.0314 0.8588  0.0754

Forces on the atoms, in the same order (eV/Å):
0.0 0.0 0.5
0.5 0.4 0.4
0.3 -0.1 0.0
0.0 -0.5 0.1
-0.2 0.1 -0.2
0.1 0.1 0.0
0.2 0.1 0.0
0.1 0.1 0.0
0.1 0.1 -0.3
0.1 -0.1 0.0
-0.1 0.1 0.2
-0.1 0.1 -0.1
0.0 -0.2 -1.8
0.0 -0.1 0.0
-0.1 0.1 0.0
-0.1 -0.2 -0.1
-0.1 0.1 0.0
0.0 -0.1 0.2
0.1 0.0 0.1
-0.1 0.1 -0.2
0.1 0.2 -0.1
0.1 0.0 0.0
0.0 0.0 0.0
-0.2 0.1 -0.4
-0.1 -0.2 0.2
-0.2 -0.1 0.2
0.0 0.0 0.0
0.0 0.0 0.0
0.2 0.0 0.1
0.0 -0.2 0.1
-0.3 0.0 0.2
0.0 0.0 -0.1
-0.1 0.1 0.1
-0.1 0.0 0.0
0.1 0.0 0.1
-0.1 0.0 0.1
0.2 0.0 0.0
0.0 0.1 0.0
-0.1 -0.1 0.0
-0.2 0.0 0.0
-0.1 0.1 0.6
-0.2 -0.1 0.3
0.0 0.0 0.2
-0.1 0.0 -0.1
0.1 0.0 0.0
0.0 0.0 -0.1
0.1 0.0 0.0
0.0 0.0 0.0
0.0 0.0 0.0
0.0 0.0 0.0
0.0 0.0 0.0
0.0 0.0 0.0
0.0 -0.1 0.0
0.0 0.0 0.0
0.0 0.0 0.0
0.0 0.0 0.0
0.0 0.0 0.1
0.0 0.0 0.0
0.0 0.1 0.0
-0.1 0.0 -0.1
0.0 0.0 0.0
0.1 0.0 -0.1
0.0 0.0 0.0
0.0 0.0 0.0
0.0 0.0 0.0
0.0 0.0 0.0
0.0 0.0 0.0
0.0 0.0 0.0
0.0 0.0 0.0
0.0 0.0 0.0
0.0 0.0 0.0
0.0 0.0 -0.1
0.0 0.0 0.0

Output
F_max, eV/A: 1.85
Spin multiplicity: 1
ΔE to the lowest compared entry with this formula, charge and spin, eV: 1.156
Lowest unoccupied orbital energy, eV: -0.949
HOMO level, eV: -7.45
Gap between HOMO and LUMO, eV: 6.498